No. 1
{"formula": "C36H31GeNS4Sn", "method": "the ωB97M-V functional and the def2-TZVPD basis", "homo_energy_ev": [-1.53, -2.66], "spin_multiplicity": 2, "total_charge": -1, "total_energy_ha": -5328.83202, "symbols": ["Sn", "Ge", "S", "S", "S", "S", "N", "C", "C", "C", "C", "C", "C", "C", "C", "C", "C", "C", "C", "C", "C", "C", "C", "C", "C", "C", "C", "C", "C", "C", "C", "C", "C", "C", "C", "C", "C", "C", "C", "C", "C", "C", "C", "H", "H", "H", "H", "H", "H", "H", "H", "H", "H", "H", "H", "H", "H", "H", "H", "H", "H", "H", "H", "H", "H", "H", "H", "H", "H", "H", "H", "H", "H", "H"], "positions_angstrom": [[-0.05, 1.05, 0.40], [-1.52, -0.71, -0.82], [-1.81, 0.09, 1.67], [1.65, 1.72, -0.94], [-1.28, 3.02, 0.38], [0.72, 2.14, 2.37], [0.95, -0.35, 1.40], [2.60, -2.53, 1.74], [-1.37, 2.15, 5.77], [-1.86, -0.23, -2.65], [-2.65, -1.06, -3.46], [3.11, -1.36, 1.17], [-1.55, 1.28, -4.52], [0.65, -2.64, -1.38], [-2.34, 0.46, -5.32], [1.34, 3.45, -0.57], [2.50, -4.16, -1.89], [-0.62, -2.43, -0.78], [1.24, -3.93, -1.31], [-0.38, 2.36, 4.80], [-0.49, 1.77, 3.54], [-2.58, 0.75, 4.23], [-2.46, 1.35, 5.49], [2.25, -0.28, 0.98], [-1.02, -1.48, 2.14], [2.60, -1.85, -2.62], [2.21, 5.73, -0.76], [0.46, -1.49, 1.89], [3.17, -3.12, -2.54], [1.26, -2.60, 2.10], [2.39, 4.34, -0.86], [-1.26, -3.49, -0.13], [0.98, 6.24, -0.38], [-1.31, 0.94, -3.18], [-0.67, -4.75, -0.07], [2.75, 1.04, 0.36], [-2.89, -0.72, -4.79], [-3.23, -0.76, 0.12], [0.58, -4.97, -0.65], [-1.59, 0.94, 3.25], [-0.08, 5.38, -0.09], [0.08, 3.99, -0.18], [1.35, -1.61, -2.04], [-3.44, 0.14, 4.00], [3.35, 3.95, -1.18], [-1.48, -2.26, 1.52], [-3.89, -1.51, -0.35], [-3.70, 0.24, 0.07], [-3.07, -1.97, -3.05], [3.13, -1.05, -3.12], [-0.03, 1.58, -1.27], [0.84, -3.51, 2.51], [4.14, -3.31, -2.99], [-1.03, 5.79, 0.26], [-1.27, 2.64, 6.74], [0.95, -0.61, -2.12], [3.67, 0.80, -0.19], [2.96, -5.14, -1.85], [3.04, 6.39, -0.98], [-3.50, -1.36, -5.41], [3.07, 1.76, 1.11], [-0.69, 1.59, -2.57], [-1.18, -5.56, 0.44], [-1.23, -1.73, 3.18], [-3.05, -1.03, 1.18], [1.02, -5.96, -0.59], [0.45, 3.02, 5.01], [-2.23, -3.35, 0.33], [-2.52, 0.72, -6.35], [0.83, 7.31, -0.28], [-3.24, 1.20, 6.23], [4.15, -1.28, 0.88], [3.26, -3.38, 1.90], [-1.12, 2.19, -4.93]]}

No. 2
{"formula": "C20H26BrEuN3O5S2", "method": "the ωB97M-V functional and the def2-TZVPD basis", "homo_energy_ev": [-9.82, -9.83], "spin_multiplicity": 7, "total_charge": 1, "total_energy_ha": -5398.69553, "symbols": ["Eu", "Br", "S", "S", "O", "O", "O", "O", "O", "N", "N", "N", "C", "C", "C", "C", "C", "C", "C", "C", "C", "C", "C", "C", "C", "C", "C", "C", "C", "C", "C", "C", "H", "H", "H", "H", "H", "H", "H", "H", "H", "H", "H", "H", "H", "H", "H", "H", "H", "H", "H", "H", "H", "H", "H", "H", "H", "H"], "positions_angstrom": [[-0.72, -0.06, -0.38], [-0.94, -2.64, -2.23], [-1.33, -1.78, 1.63], [-3.38, -0.09, -0.49], [-0.97, 0.68, -2.88], [1.41, 0.74, -1.81], [1.43, 0.94, 0.85], [-1.18, 2.44, -0.78], [-1.13, 1.42, 1.67], [-6.17, 0.03, 1.88], [0.94, -2.10, -0.33], [-3.78, -1.91, 4.35], [2.13, -3.69, 1.03], [1.82, -2.40, 0.64], [1.24, 1.71, 2.05], [1.36, 0.13, -3.10], [-0.08, 1.31, 2.64], [1.49, -4.73, 0.37], [0.58, -4.46, -0.63], [2.66, 0.57, -1.15], [2.59, 1.35, 0.13], [-1.80, 1.85, -2.97], [3.09, -3.94, 2.16], [-5.10, -0.27, 1.57], [-3.44, -1.62, 3.29], [-1.21, 3.40, 0.28], [-2.95, -1.27, 1.98], [0.35, -3.13, -0.92], [-3.77, -0.60, 1.13], [-1.25, 2.95, -2.10], [-1.76, 2.69, 1.49], [0.14, 0.69, -3.79], [3.68, -4.85, 1.98], [-2.82, 2.48, 1.35], [0.33, 1.71, -4.12], [-1.88, 2.18, -4.01], [-2.79, 1.55, -2.62], [0.04, -5.24, -1.15], [-1.94, 3.81, -2.14], [2.52, 2.42, -0.08], [2.85, -0.49, -0.97], [3.49, 1.17, 0.73], [-0.26, 3.28, -2.43], [1.28, 2.77, 1.79], [3.78, -3.11, 2.29], [-1.63, 3.30, 2.39], [-0.20, 3.80, 0.43], [-0.11, 0.08, -4.66], [-0.31, 1.91, 3.52], [3.47, 0.97, -1.77], [2.55, -4.08, 3.10], [1.33, -0.95, -3.00], [-1.87, 4.22, 0.02], [1.70, -5.76, 0.64], [2.27, -1.55, 1.14], [2.05, 1.50, 2.76], [2.25, 0.40, -3.68], [-0.07, 0.26, 2.92]]}

No. 3
{"formula": "C8H18BNO2", "method": "the ωB97M-V functional and the def2-TZVPD basis", "homo_energy_ev": -8.88, "total_energy_ha": -545.74973, "symbols": ["O", "O", "N", "C", "C", "C", "C", "C", "C", "C", "C", "B", "H", "H", "H", "H", "H", "H", "H", "H", "H", "H", "H", "H", "H", "H", "H", "H", "H", "H"], "positions_angstrom": [[0.01, -0.85, 0.99], [0.93, 0.68, -0.65], [0.58, 2.61, 1.51], [0.85, 0.99, 3.30], [-1.14, -2.32, -0.69], [-0.63, 0.31, -2.52], [0.20, -0.29, -1.31], [1.25, -1.38, -1.76], [-0.79, -0.89, -0.24], [-1.98, -0.04, -0.10], [1.20, 1.37, 1.89], [0.77, 0.33, 0.70], [-2.54, -0.33, 0.77], [0.98, -2.27, -2.19], [-1.53, 0.93, 0.16], [-2.00, -2.67, -0.18], [1.39, 1.40, 4.15], [-0.35, -3.00, -0.45], [-1.12, -2.27, -1.73], [0.94, 2.84, 0.57], [0.00, 0.97, -3.14], [-0.20, 0.89, 3.48], [-2.50, 0.08, -1.06], [-1.44, 1.03, -2.23], [1.98, -0.91, -2.36], [2.31, 1.45, 1.68], [-1.11, -0.53, -3.07], [1.83, -1.58, -0.84], [0.85, 3.47, 1.92], [1.27, -0.02, 3.42]]}

No. 4
{"formula": "C5H10O2", "method": "the ωB97M-V functional and the def2-TZVPD basis", "homo_energy_ev": -8.17, "total_energy_ha": -346.88494, "symbols": ["O", "O", "C", "C", "C", "C", "C", "H", "H", "H", "H", "H", "H", "H", "H", "H", "H"], "positions_angstrom": [[-0.69, 1.02, 2.14], [-1.80, -4.07, -6.22], [1.60, 0.40, 3.01], [0.67, 0.75, 1.91], [-1.27, 1.20, -0.44], [0.09, 1.25, -0.47], [1.15, 0.99, 0.63], [2.21, 1.17, 0.45], [1.73, 1.15, 3.92], [-2.63, -4.01, -5.83], [-1.13, -4.30, -5.59], [1.21, -0.52, 3.38], [0.65, 1.47, -1.34], [2.57, -0.03, 2.60], [-1.73, 0.84, -1.35], [-1.95, 0.97, 0.36], [-0.69, 1.70, 2.85]]}

No. 5
{"formula": "C3H6N2O2", "method": "the ωB97M-V functional and the def2-TZVPD basis", "homo_energy_ev": -8.93, "total_energy_ha": -377.77969, "symbols": ["O", "O", "N", "N", "C", "C", "C", "H", "H", "H", "H", "H", "H"], "positions_angstrom": [[-1.30, 0.86, -1.01], [0.80, -1.53, -1.89], [0.96, 0.15, 0.10], [1.50, 1.27, -0.53], [-1.44, -0.66, 0.86], [-0.78, -0.02, -0.34], [0.23, -0.99, -1.05], [-1.81, 0.13, 1.51], [1.19, -0.01, 1.08], [-0.77, -1.31, 1.43], [1.21, 2.14, -0.09], [-2.29, -1.25, 0.52], [2.51, 1.24, -0.59]]}

No. 6
{"formula": "C25H31N8PtSSe", "method": "the ωB97M-V functional and the def2-TZVPD basis", "homo_energy_ev": [-8.57, -8.57], "total_charge": 1, "total_energy_ha": -4327.95852, "symbols": ["Pt", "Se", "S", "N", "N", "N", "N", "N", "N", "N", "N", "C", "C", "C", "C", "C", "C", "C", "C", "C", "C", "C", "C", "C", "C", "C", "C", "C", "C", "C", "C", "C", "C", "C", "C", "C", "H", "H", "H", "H", "H", "H", "H", "H", "H", "H", "H", "H", "H", "H", "H", "H", "H", "H", "H", "H", "H", "H", "H", "H", "H", "H", "H", "H", "H", "H", "H"], "positions_angstrom": [[-0.40, 0.69, -0.36], [1.28, 4.67, -1.98], [-0.23, 0.18, 3.24], [-1.72, 1.59, -1.65], [-2.56, 0.19, 1.99], [0.98, 0.85, -1.77], [1.00, -0.31, 0.73], [0.68, 3.12, -1.34], [-2.12, 0.89, 0.89], [2.26, 3.87, -3.21], [-2.52, -0.76, 4.06], [-3.33, 3.37, -1.50], [1.51, -3.98, 1.01], [1.24, 2.14, -2.04], [2.70, 1.55, -3.89], [-1.53, 1.91, -2.93], [1.52, -0.08, -2.56], [2.71, -0.15, 2.56], [2.25, 0.33, 1.17], [-2.16, 2.97, -3.54], [-2.23, -3.96, 0.43], [3.43, 0.08, 0.20], [-0.50, -2.15, 0.48], [-3.03, 3.76, -2.78], [1.81, -2.63, 0.92], [-1.84, -0.13, 3.09], [0.20, -4.40, 0.87], [0.81, -1.66, 0.71], [-3.03, 1.67, 0.31], [2.37, 0.24, -3.61], [2.61, -4.96, 1.27], [-2.69, 2.24, -0.96], [-0.81, -3.49, 0.58], [-4.41, 1.85, 0.88], [2.00, 1.85, 1.23], [2.12, 2.55, -3.10], [-4.01, 3.94, -0.88], [-2.03, -0.96, 4.92], [3.88, -0.90, 0.33], [4.19, 0.82, 0.40], [2.84, -2.35, 1.01], [2.37, 2.35, 0.34], [-1.95, 3.22, -4.57], [1.28, -1.11, -2.32], [0.93, 2.06, 1.33], [2.51, 2.27, 2.09], [-3.56, 0.05, 2.05], [3.13, 0.18, -0.84], [3.38, 1.82, -4.68], [-3.52, -0.82, 4.08], [-3.48, 4.65, -3.20], [-0.86, 1.28, -3.50], [-2.66, -3.61, -0.51], [-4.37, 2.37, 1.84], [3.34, -4.94, 0.46], [-5.04, 2.41, 0.20], [2.79, -0.56, -4.20], [2.19, 0.39, 3.35], [-1.30, -1.45, 0.27], [-0.04, -5.45, 0.98], [-2.85, -3.58, 1.24], [3.77, 0.06, 2.67], [2.54, -1.20, 2.72], [2.22, -5.97, 1.35], [-2.28, -5.04, 0.45], [3.13, -4.72, 2.19], [-4.90, 0.88, 1.01]]}

No. 7
{"formula": "C16H14Cl2O3RuS2", "method": "the ωB97M-V functional and the def2-TZVPD basis", "homo_energy_ev": [-10.67, -10.66], "spin_multiplicity": 2, "total_charge": 1, "total_energy_ha": -2655.18765, "symbols": ["Ru", "Cl", "Cl", "S", "S", "O", "O", "O", "C", "C", "C", "C", "C", "C", "C", "C", "C", "C", "C", "C", "C", "C", "C", "C", "H", "H", "H", "H", "H", "H", "H", "H", "H", "H", "H", "H", "H", "H"], "positions_angstrom": [[-0.71, 1.02, 0.09], [-0.92, -2.78, -2.96], [3.15, -5.45, -0.71], [0.55, 1.82, -1.84], [-2.16, 0.97, -2.09], [0.80, -0.08, 1.46], [-0.55, -0.98, -0.74], [-0.38, 0.33, -3.84], [-0.30, 2.77, 2.23], [-2.73, 1.98, 1.11], [1.12, -3.99, -1.73], [-1.00, 1.72, 2.81], [-2.05, 3.07, 0.57], [0.27, -2.93, -1.74], [0.97, 0.23, -4.37], [-0.52, 1.10, 4.09], [2.25, -3.09, 0.21], [1.53, -1.04, 1.28], [0.32, -1.91, -0.73], [-0.61, 0.96, -2.72], [2.11, -4.09, -0.74], [-0.82, 3.45, 1.12], [-2.20, 1.31, 2.21], [1.38, -2.03, 0.24], [-3.71, 1.73, 0.75], [-0.76, 1.76, 4.93], [-0.31, 4.32, 0.73], [1.04, -4.77, -2.49], [-1.00, 0.14, 4.27], [-2.77, 0.51, 2.66], [1.31, 1.20, -4.73], [0.91, -0.48, -5.18], [2.38, -1.20, 1.96], [0.56, 0.96, 4.08], [3.05, -3.15, 0.94], [0.63, 3.10, 2.68], [1.66, -0.12, -3.60], [-2.50, 3.65, -0.22]]}

No. 8
{"formula": "C4H8N4", "method": "the ωB97M-V functional and the def2-TZVPD basis", "homo_energy_ev": -9.06, "total_energy_ha": -376.16293, "symbols": ["N", "N", "N", "N", "C", "C", "C", "C", "H", "H", "H", "H", "H", "H", "H", "H"], "positions_angstrom": [[-0.47, -2.25, -1.15], [0.93, -0.30, -1.61], [0.56, 0.69, 0.84], [-0.51, -1.47, 1.45], [-0.13, 1.88, 1.33], [0.20, -1.09, -0.83], [0.05, -0.70, 0.57], [0.42, 1.77, -0.08], [-1.17, 1.81, 1.46], [-1.04, -2.50, -0.35], [1.21, 2.39, -0.51], [-0.37, 1.59, -0.76], [0.43, 2.52, 1.98], [-0.65, -2.64, -2.06], [-0.53, -0.97, 2.28], [1.06, -0.74, -2.57]]}